1.
Entry from OMol25: a cluster of 3 separate species, C18H36IN5O5 in total at a distorted geometry (ωB97M-V/def2-TZVPD).

Output
structure (SMILES) = [H]/N=C(\C)C[C@@](CC=C)(CCCCOC)OC(=O)C[C@H](C)I.NC(N)=O.NC(N)=O
gap between HOMO and LUMO = 8.989 eV
energy = -45038.3413 eV
relative energy (zero: lowest compared OMol25 entry of this formula, charge and spin) = 0.0 kcal/mol
2S+1 = 1
lowest unoccupied orbital energy = 0.2 eV

Each line ends with the Mulliken charge.
Geometry (Å):
H  -2.922050  -1.053346  -1.198633  0.05
N  -2.897754  -0.302962  -0.508683  -0.56
C  -2.265919  -0.690318  0.516320  0.60
C  -1.680671  -2.080589  0.632111  -1.69
C  -2.094537  0.258481  1.685750  -0.84
C  -0.744547  1.022764  1.671183  1.14
C  -0.939285  2.340791  2.415293  -1.42
C  0.312303  3.140786  2.696280  -0.41
C  1.530080  3.027521  2.136225  -0.85
C  0.307699  0.129733  2.364004  -0.94
C  0.224863  0.067876  3.882070  -0.28
C  1.233106  -0.930151  4.488010  -0.82
C  2.363788  -0.261231  5.281486  -0.50
O  2.718130  -0.973005  6.452124  -0.46
C  3.257366  -2.254973  6.193350  -0.71
O  -0.238506  1.178424  0.329575  0.21
C  -0.750275  2.146944  -0.461959  0.83
O  -1.868666  2.575790  -0.382063  -0.56
C  0.254475  2.630243  -1.484296  -1.22
C  0.835433  1.544222  -2.396016  -0.34
C  -0.246595  0.647740  -3.017561  -1.10
I  2.405602  0.428033  -1.435558  -0.09
H  -1.800389  -2.502179  1.630396  0.31
H  -0.623956  -2.083566  0.357292  0.33
H  -2.188235  -2.749520  -0.065124  0.58
H  -2.143552  -0.344521  2.594223  0.33
H  -2.935155  0.950299  1.679010  0.50
H  -1.373944  2.145781  3.396733  0.59
H  -1.682513  2.952415  1.894229  0.80
H  0.207826  3.865893  3.504272  0.40
H  1.753986  3.058488  1.076221  0.17
H  2.399913  2.994977  2.789777  0.28
H  0.128527  -0.880142  1.985331  0.28
H  1.306128  0.405848  2.023858  0.15
H  -0.783055  -0.144671  4.241752  0.42
H  0.474084  1.059850  4.271623  0.22
H  1.630490  -1.604292  3.727426  0.41
H  0.699359  -1.537482  5.223630  0.35
H  3.268186  -0.138507  4.669202  0.32
H  2.057563  0.727677  5.622139  0.35
H  4.077869  -2.442582  6.885216  0.28
H  2.493199  -3.027067  6.316194  0.25
H  3.655985  -2.313248  5.175002  0.32
H  -0.281471  3.326843  -2.131075  0.37
H  1.045934  3.191604  -0.985902  0.23
H  1.343925  2.067934  -3.200644  0.74
H  -0.234045  -0.360579  -2.608930  0.23
H  -0.073630  0.556758  -4.090338  0.36
H  -1.239506  1.084295  -2.897219  0.38
N  3.308185  -0.898471  -5.008569  -0.29
C  2.405664  -1.524505  -5.828141  0.65
N  1.308465  -2.025411  -5.186863  -0.28
O  2.567988  -1.619060  -7.032196  -0.67
H  3.165534  -0.818150  -4.018878  0.07
H  4.129582  -0.509295  -5.430021  0.18
H  0.605751  -2.479670  -5.741091  0.16
H  1.162626  -1.947488  -4.198297  0.15
N  -3.588988  -0.769700  -6.179411  -0.42
C  -3.115954  -1.360831  -5.042505  0.70
N  -3.948645  -1.299377  -3.961270  -0.36
O  -2.024542  -1.903113  -4.998618  -0.63
H  -4.480879  -0.317312  -6.238703  0.15
H  -2.998336  -0.798021  -6.989482  0.23
H  -3.628385  -1.729574  -3.116538  0.22
H  -4.845630  -0.853099  -3.972719  0.15

Cartesian forces, eV/Å:
0.008 -0.014 -0.009
-0.191 0.154 -0.099
0.162 -0.231 0.154
-0.141 -0.125 -0.226
-0.177 -0.089 -0.450
-0.285 -0.709 0.903
-0.033 1.482 -1.079
0.009 -0.155 -0.082
0.170 0.437 0.166
-0.380 -0.446 -0.418
0.658 0.448 -0.024
-0.387 0.115 0.476
0.215 -0.116 -0.107
0.083 0.005 0.055
-0.008 0.084 -0.142
0.152 0.680 0.138
-0.179 -0.103 -0.189
0.199 0.117 0.230
-0.020 -0.257 -0.181
-0.457 0.353 -0.140
0.333 -0.066 -0.230
0.032 -0.066 -0.101
0.143 0.094 0.058
0.044 0.047 0.147
0.007 0.019 -0.020
0.003 0.195 0.130
0.051 0.071 -0.092
-0.010 -0.245 -0.042
-0.133 -0.159 0.001
0.288 -1.015 0.952
-0.240 -1.636 -0.101
0.128 1.501 -0.097
0.206 -0.011 -0.044
0.013 0.131 0.155
-0.042 -0.106 -0.176
-0.121 0.006 0.037
-0.036 -0.011 -0.013
0.039 -0.139 -0.085
-0.084 0.078 -0.107
-0.043 -0.025 0.042
-0.078 0.012 0.098
0.045 -0.056 -0.034
0.025 -0.044 0.015
-0.055 0.001 0.041
0.000 -0.060 0.061
0.258 -0.075 0.102
-0.220 0.046 0.126
0.043 -0.130 0.016
-0.003 -0.046 0.184
-0.066 -0.035 -0.016
-0.019 0.012 0.067
0.021 -0.100 -0.077
0.006 0.005 -0.024
0.078 0.073 0.049
-0.004 -0.013 -0.013
-0.082 0.094 0.031
-0.009 0.044 -0.005
0.013 0.005 -0.029
-0.012 0.048 -0.085
-0.004 -0.022 -0.026
0.087 -0.043 0.098
0.000 -0.002 0.015
0.006 0.000 0.008
-0.025 -0.034 0.001
0.018 0.030 0.010

2.
Entry from OMol25: a structure of composition C18H36MnO18 at a distorted geometry (ωB97M-V/def2-TZVPD).

Output
gap between HOMO and LUMO (alpha / beta) = 10.877 / 12.342 eV
net charge = +2
<S²> = 8.75
energy = -87414.6155 eV
relative energy (zero: lowest compared OMol25 entry of this formula, charge and spin) = 14.5 kcal/mol
2S+1 = 6
lowest unoccupied orbital energy (alpha / beta) = -4.0 / -4.0 eV

Each line ends with the Löwdin spin population.
Geometry (Å):
Mn  0.164500  0.101969  0.067283  4.71
C  5.118014  0.848441  2.241796  0.00
O  3.980031  0.846212  1.342960  0.00
C  3.180308  -0.187306  1.239931  0.01
O  2.264550  -0.199105  0.446030  0.03
O  3.468201  -1.146150  2.102715  0.00
C  2.635334  -2.296028  2.179748  0.00
H  4.818958  0.322429  3.141356  0.00
H  5.305218  1.892049  2.474651  0.00
H  6.021130  0.420900  1.815991  0.00
H  1.616331  -1.975005  2.405466  0.00
H  3.005995  -2.950507  2.960750  0.00
H  2.597275  -2.867161  1.250664  0.00
C  -1.486261  2.738320  3.203994  0.00
O  -1.296534  1.454276  3.792955  0.00
C  -0.635323  0.523023  3.149704  0.01
O  -0.109593  0.663386  2.068962  0.04
O  -0.658286  -0.603101  3.813810  0.00
C  -1.089641  -0.671430  5.174638  0.00
H  -2.062409  3.418907  3.821379  0.00
H  -1.963291  2.590937  2.235818  0.00
H  -0.524638  3.228206  3.035029  0.00
H  -0.524022  -0.029295  5.846917  0.00
H  -0.991106  -1.703559  5.496286  0.00
H  -2.138388  -0.374027  5.219864  0.00
C  2.738722  3.745460  -0.346710  0.00
O  1.696935  3.829279  -1.337277  0.00
C  0.794342  2.868059  -1.296307  0.01
O  0.573231  2.147660  -0.349173  0.03
O  0.077012  2.806203  -2.384123  0.00
C  0.276823  3.701330  -3.465462  0.00
H  3.544008  3.090061  -0.675981  0.00
H  2.329618  3.328364  0.571895  0.00
H  3.125394  4.745155  -0.184107  0.00
H  1.298260  3.647960  -3.850275  0.00
H  0.155883  4.761864  -3.235821  0.00
H  -0.429015  3.433026  -4.245183  0.00
C  -4.788536  1.221242  1.244575  0.00
O  -3.470140  0.727845  0.958782  0.00
C  -2.998605  0.723474  -0.276290  0.01
O  -1.836675  0.496513  -0.513930  0.03
O  -3.915877  1.031611  -1.155502  0.00
C  -3.555921  1.559626  -2.443001  0.00
H  -5.508938  0.659971  0.650165  0.00
H  -4.908662  2.263546  0.950181  0.00
H  -4.952109  1.077685  2.305255  0.00
H  -4.102166  2.490568  -2.563803  0.00
H  -3.782988  0.819113  -3.202400  0.00
H  -2.493851  1.808051  -2.479356  0.00
C  0.056892  -0.369177  -5.365810  0.00
O  -0.179426  -0.129644  -3.958215  0.00
C  0.677199  -0.588794  -3.087539  0.01
O  0.517763  -0.414299  -1.898684  0.04
O  1.757515  -1.133640  -3.616170  0.00
C  2.363067  -2.245933  -2.960987  0.00
H  -0.734513  0.147683  -5.900784  0.00
H  -0.071053  -1.431898  -5.557680  0.00
H  1.021848  0.003010  -5.691389  0.00
H  3.386356  -2.289147  -3.328989  0.00
H  1.860887  -3.182164  -3.195735  0.00
H  2.441563  -2.118103  -1.880385  0.00
C  -2.274210  -3.310674  1.734430  0.00
O  -1.523786  -3.840037  0.666335  0.00
C  -0.515084  -3.159947  0.152075  0.01
O  -0.157535  -2.035710  0.444747  0.03
O  0.103861  -3.833741  -0.789080  0.00
C  -0.317750  -5.151259  -1.137099  0.00
H  -3.177090  -3.914013  1.807137  0.00
H  -2.671910  -2.318668  1.486094  0.00
H  -1.748545  -3.229295  2.673860  0.00
H  0.297608  -5.552646  -1.936685  0.00
H  -1.317634  -5.108411  -1.579710  0.00
H  -0.359120  -5.823534  -0.284585  0.00

Cartesian forces, eV/Å:
0.132 -0.238 0.105
-0.373 0.135 0.631
0.299 0.260 -0.615
0.578 -0.104 0.967
-0.222 -0.194 -0.277
0.457 0.007 -0.148
-1.057 -0.348 -0.240
0.307 0.007 0.127
-0.083 0.027 -0.091
-0.251 -0.227 -0.333
0.055 -0.089 0.093
0.239 0.279 0.119
0.244 0.262 -0.130
0.701 0.520 -1.250
-0.307 0.499 0.794
-1.095 0.345 1.093
0.282 -0.012 -0.229
1.151 -0.818 -0.651
-0.938 0.205 0.563
-0.230 -0.629 0.429
-0.100 0.162 0.028
0.040 -0.202 -0.013
0.207 0.072 -0.282
0.110 -0.015 -0.232
0.078 -0.086 0.118
0.168 -0.074 0.651
0.348 -0.417 0.051
0.156 1.205 -0.530
0.211 -0.297 0.449
-0.860 -0.476 0.048
0.824 0.912 -1.030
-0.130 0.020 -0.273
0.033 0.181 0.012
-0.132 0.062 -0.102
-0.102 -0.384 0.007
-0.362 -0.223 0.541
-0.018 -0.187 0.133
-0.693 -0.134 -0.719
0.781 -0.287 0.346
-1.005 0.714 0.412
0.279 -0.309 -0.247
-0.302 0.230 -0.047
0.721 0.159 -0.174
-0.073 -0.095 0.282
0.302 0.048 0.184
0.090 0.003 0.019
-0.313 -0.211 -0.107
-0.167 0.085 -0.042
0.017 -0.256 0.112
-0.483 -0.243 -0.281
-0.127 0.336 -0.175
0.556 0.415 -0.175
-0.088 -0.436 -0.111
-0.495 -0.348 -0.427
1.140 -0.235 0.638
-0.010 0.156 0.199
0.303 -0.018 -0.079
0.087 -0.087 0.134
-0.130 -0.015 -0.190
-0.223 0.169 -0.101
-0.377 0.185 -0.043
-1.595 1.200 0.042
0.665 -0.182 -0.185
-0.306 -0.431 -0.342
-0.379 0.003 0.466
0.737 0.263 -0.186
-1.249 -0.685 -0.587
0.362 -0.381 0.215
0.423 0.046 -0.085
0.394 -0.307 0.089
0.563 0.319 0.306
-0.019 0.090 0.268
0.251 0.099 0.056

3.
Entry from OMol25: an isolated molecule of C18H36N2O2 (ωB97M-V/def2-TZVPD).

Output
structure (SMILES) = CCCC(C)(C)NC(=O)CCCCC(=O)NC(C)(C)CCC
gap between HOMO and LUMO = 10.053 eV
energy = -26327.5856 eV
relative energy (zero: lowest compared OMol25 entry of this formula, charge and spin) = 4.9 kcal/mol
2S+1 = 1
lowest unoccupied orbital energy = 0.7 eV

Each line ends with the Mulliken charge.
Geometry (Å):
C  -5.743056  -1.830690  -2.080183  -1.42
C  -4.743683  -1.815946  -0.928897  -0.29
C  -4.171035  -0.415051  -0.722347  -1.11
C  -3.149024  -0.279795  0.418630  1.51
C  -3.764391  -0.637983  1.773970  -2.07
C  -1.903656  -1.132962  0.163037  -2.01
N  -2.755329  1.133492  0.438817  0.04
C  -1.861681  1.698813  1.275097  0.45
O  -1.264696  1.092799  2.144899  -0.66
C  -1.672507  3.190806  1.035816  -1.03
C  -1.042305  3.529862  -0.321855  -0.61
C  0.459139  3.257373  -0.383724  -0.84
C  0.811894  1.778659  -0.257160  0.47
C  2.272103  1.524186  -0.614349  -0.14
O  2.892556  2.223562  -1.389344  -0.67
N  2.774876  0.426659  -0.010673  -0.09
C  4.143335  -0.072012  -0.144337  1.54
C  4.451089  -0.335426  -1.620336  -1.96
C  5.113905  0.982514  0.402233  -1.92
C  4.257957  -1.352527  0.697748  -1.44
C  3.404471  -2.525272  0.213500  -0.09
C  3.406301  -3.662027  1.229422  -1.42
H  -6.147721  -2.830078  -2.220091  0.41
H  -6.569601  -1.152244  -1.879601  0.34
H  -5.265104  -1.522341  -3.007648  0.34
H  -3.938252  -2.517428  -1.148753  0.26
H  -5.244754  -2.148592  -0.019351  0.26
H  -5.001053  0.269387  -0.522727  0.52
H  -3.692192  -0.096868  -1.653349  0.47
H  -3.982946  -1.699899  1.828046  0.46
H  -4.682223  -0.076882  1.935996  0.37
H  -3.058808  -0.389669  2.561654  0.53
H  -1.161557  -0.913346  0.924935  0.57
H  -1.483078  -0.911526  -0.815819  0.30
H  -2.146824  -2.189715  0.212612  0.48
H  -3.217794  1.735222  -0.223552  0.42
H  -2.652456  3.669785  1.109146  0.39
H  -1.042562  3.579206  1.837076  0.34
H  -1.542957  2.972038  -1.117674  0.42
H  -1.203916  4.593149  -0.515186  0.35
H  0.851841  3.619650  -1.336307  0.32
H  0.962758  3.813016  0.409887  0.28
H  0.608801  1.419162  0.749975  0.25
H  0.204757  1.196849  -0.957560  0.05
H  2.196848  -0.038140  0.671081  0.43
H  5.429893  -0.796348  -1.721742  0.42
H  3.701672  -0.988876  -2.058663  0.44
H  4.442477  0.605415  -2.162522  0.48
H  4.980355  1.912102  -0.143600  0.44
H  4.922494  1.165553  1.457574  0.41
H  6.141346  0.649598  0.283855  0.43
H  3.975909  -1.110449  1.726646  0.40
H  5.304919  -1.660713  0.713068  0.54
H  3.794627  -2.896674  -0.734831  0.27
H  2.376447  -2.197034  0.044230  0.26
H  4.421091  -4.009440  1.410514  0.35
H  2.816772  -4.500492  0.866032  0.39
H  2.984526  -3.332431  2.176681  0.34

Cartesian forces, eV/Å:
0.125 -0.094 0.171
-0.029 0.262 -0.111
0.133 -0.251 0.213
0.048 -0.143 0.110
0.107 0.030 -0.134
-0.147 0.082 0.050
-0.316 -0.122 -0.340
-0.100 0.638 -0.045
0.193 -0.239 0.323
0.048 -0.004 -0.087
0.179 0.116 0.183
-0.134 -0.173 -0.192
0.187 0.376 -0.139
-0.614 -0.153 0.285
0.222 0.242 -0.246
0.117 -0.392 0.290
0.416 0.119 -0.056
-0.056 0.076 0.146
-0.169 -0.090 -0.108
-0.302 0.037 -0.353
0.164 -0.005 0.261
-0.071 0.102 -0.213
-0.085 -0.061 -0.079
-0.108 0.066 -0.027
0.005 0.034 -0.124
0.027 -0.062 0.083
0.058 -0.071 0.055
-0.027 0.094 -0.013
0.018 0.085 -0.050
-0.066 -0.143 0.016
-0.133 0.047 0.011
0.008 -0.025 0.072
0.079 -0.036 0.035
0.044 0.009 -0.137
-0.021 -0.154 -0.020
0.059 0.026 0.044
0.001 0.012 0.055
-0.072 -0.055 0.031
-0.036 0.058 -0.074
-0.058 -0.044 -0.055
0.039 0.021 0.093
0.042 0.083 -0.004
-0.029 -0.103 -0.028
-0.038 -0.075 0.022
-0.073 0.126 -0.056
0.144 -0.099 -0.015
-0.049 -0.102 -0.069
0.027 0.009 -0.068
0.043 0.088 -0.021
-0.005 -0.004 0.129
0.153 -0.058 -0.003
0.054 0.037 0.102
0.062 0.054 0.048
-0.077 0.053 -0.082
-0.028 -0.010 -0.110
0.100 -0.078 0.065
-0.031 -0.126 0.042
-0.028 -0.007 0.125